Entry 1:
The following is a DFT calculation (ωB97M-V/def2-TZVPD) of an isolated ion of composition C6H11ClN5O2 and charge +1 at a distorted geometry.

Last column: natural (NBO) charge in e.
Geometry (Å):
C  2.0966  -0.0157  0.3372  -0.091
C  0.6563  1.7333  -0.4027  0.552
C  1.3008  -1.0583  0.2786  0.376
C  -1.3805  -0.3184  1.4727  0.689
C  -0.0939  -0.1081  -1.6374  0.275
C  -2.7804  -0.5577  2.0041  -0.695
N  0.0409  -1.1216  -0.4600  -0.271
N  1.0406  2.8479  -0.0460  -0.755
N  0.7837  -0.4793  -2.7207  -0.806
N  -1.0687  -1.1717  0.4214  -0.482
N  -0.0437  1.2869  -1.3699  -0.614
O  1.6241  -2.2714  0.8922  -0.666
O  -0.6037  0.4847  1.8778  -0.599
Cl  3.4704  0.7416  0.7645  0.206
H  -1.1493  -0.3665  -1.8725  0.210
H  -3.2418  -1.2687  1.2561  0.213
H  -2.7771  -0.8932  3.0272  0.259
H  -3.2172  0.3966  1.8918  0.248
H  1.7350  2.8605  0.7237  0.438
H  0.7325  3.8173  -0.4621  0.427
H  1.7693  -0.4915  -2.4084  0.373
H  0.5590  -1.4841  -2.8530  0.386
H  -1.5807  -1.9557  0.2866  0.394
H  2.5265  -2.4397  1.1286  0.510
H  -0.3987  1.8328  -2.1296  0.422

Properties
energy above the lowest of the compared OMol25 structures with the same formula, charge and spin	88.36	kcal per mole
2S+1	1
total charge	+1
frontier orbital gap	8.14	eV
LUMO	-4.6	eV
HOMO	-12.72	eV


Entry 2:
The following is a DFT calculation (ωB97M-V/def2-TZVPD) of C6H11ClS in the gas phase at a distorted geometry.

Last column: natural (NBO) charge in e.
Geometry (Å):
S  0.6146  -0.2676  -2.1654  -0.043
C  0.6669  -0.9581  -0.4957  -0.372
C  0.1244  -2.3613  -0.3247  -0.331
Cl  -1.6633  -2.3706  0.1534  -0.102
C  0.1483  0.0702  0.5021  -0.211
C  -1.2615  0.7288  0.2884  -0.410
C  -0.6593  2.0962  0.7580  -0.415
C  0.7536  1.5587  0.5250  -0.409
H  1.1785  -1.2530  -2.9025  0.129
H  1.7519  -0.9435  -0.2305  0.230
H  0.6639  -2.7770  0.5633  0.219
H  0.2294  -3.0208  -1.1505  0.223
H  0.1433  -0.3202  1.5357  0.220
H  -1.5646  0.6401  -0.7418  0.216
H  -2.0714  0.2798  0.8463  0.215
H  -0.9741  2.9497  0.1101  0.210
H  -0.8628  2.3970  1.8362  0.210
H  1.5669  1.6673  1.2954  0.204
H  1.2154  1.8843  -0.4029  0.218

Properties
energy above the lowest of the compared OMol25 structures with the same formula, charge and spin	15.79	kcal per mole
2S+1	1
SMILES	S[C@H](CCl)C1CCC1
frontier orbital gap	9.84	eV
LUMO	0.7	eV
HOMO	-9.18	eV


Entry 3:
The following is a DFT calculation (ωB97M-V/def2-TZVPD) of C6H11F6N3O12P2PdS2 as an isolated structure at a distorted geometry.

Last column: natural (NBO) charge in e.
Geometry (Å):
Pd  -0.1456  -0.4010  1.9577  1.354
N  -0.0039  2.9935  0.0825  -0.847
C  -0.6158  3.3135  1.4032  -0.649
C  -1.2519  4.7134  1.4260  -0.633
P  0.8278  3.3877  2.5317  2.370
O  0.3575  3.5402  4.0162  -1.002
O  1.7686  4.3799  2.0199  -1.070
O  1.4354  1.8537  2.6605  -0.551
P  -1.9283  2.0401  1.7526  2.372
O  -1.5783  1.5526  3.2584  -1.047
O  -3.2726  2.6207  1.6546  -1.091
O  -1.5465  0.8068  0.9312  -1.132
H  0.6452  3.7394  -0.1607  0.404
H  -0.7215  2.9482  -0.6351  0.394
H  0.6829  1.5625  0.2834  0.508
H  -0.5283  5.4493  1.0744  0.226
H  -1.5604  4.9872  2.4350  0.237
H  -2.1417  4.7208  0.7990  0.242
H  0.1113  2.7093  4.4752  0.553
H  -2.2507  1.8024  3.9048  0.530
O  1.2395  0.7724  0.6933  -0.477
O  2.1506  1.4857  1.4921  0.016
C  -0.0969  -3.9253  -1.1078  -0.729
C  -0.3116  -2.6936  -0.3676  0.446
N  -0.4808  -1.7268  0.2179  -0.426
H  -1.0563  -4.3495  -1.3969  0.270
H  0.4374  -4.6288  -0.4715  0.275
H  0.4942  -3.7181  -1.9975  0.270
F  -1.6192  -1.9011  4.0449  -0.315
C  -0.7035  -2.8786  4.0756  0.733
F  -0.9297  -3.6764  3.0285  -0.312
F  -0.8224  -3.5750  5.1823  -0.279
S  1.0227  -2.1506  3.9070  2.212
O  1.2661  -2.2192  2.4644  -0.952
O  1.8448  -2.8879  4.7976  -0.865
N  0.8742  -0.5705  4.1442  -1.264
S  0.5250  -0.0208  5.6300  2.255
O  -0.0930  1.2677  5.5089  -0.955
O  -0.0573  -1.0224  6.4634  -0.905
C  2.1994  0.3529  6.3285  0.732
F  3.0293  -0.6635  6.1484  -0.298
F  2.0604  0.5837  7.6299  -0.301
F  2.6965  1.4343  5.7410  -0.301

Properties
energy above the lowest of the compared OMol25 structures with the same formula, charge and spin	62.72	kcal per mole
2S+1	3
frontier orbital gap (spin up / spin down)	10.52 / 7.75	eV
LUMO (spin up / spin down)	0.0 / -2.8	eV
HOMO (spin up / spin down)	-10.51 / -10.54	eV


Entry 4:
The following is a DFT calculation (ωB97M-V/def2-TZVPD) of a 2-piece molecular cluster, C6H11IN2 overall at a distorted geometry.

Last column: natural (NBO) charge in e.
Geometry (Å):
C  -0.7261  0.7212  1.0249  -0.428
C  -1.8419  0.4923  0.0461  -0.413
C  0.1763  1.1810  -1.1700  -0.399
C  0.6336  0.6543  0.1717  -0.066
C  -1.0604  0.2211  -1.2542  -0.120
C  1.1350  -1.9473  0.4591  -0.415
N  0.5319  -0.7929  -0.2636  0.021
N  -0.5576  -1.0402  -0.9783  0.031
I  4.7201  0.1200  1.0367  -0.969
H  -0.8338  1.6971  1.5867  0.259
H  -0.8213  -0.0940  1.8803  0.239
H  -2.5751  -0.3268  0.2110  0.236
H  -2.4395  1.3150  -0.0121  0.238
H  -0.3083  2.1451  -1.1248  0.230
H  0.8270  1.1529  -1.9899  0.254
H  1.4683  0.9956  0.6766  0.305
H  -1.7779  0.2222  -2.0814  0.248
H  1.6624  -2.5595  -0.2429  0.264
H  1.5389  -1.5108  1.3275  0.264
H  0.2483  -2.6462  0.6965  0.220

Properties
energy above the lowest of the compared OMol25 structures with the same formula, charge and spin	81.00	kcal per mole
2S+1	1
frontier orbital gap	3.75	eV
LUMO	-2.6	eV
HOMO	-6.35	eV


Entry 5:
The following is a DFT calculation (ωB97M-V/def2-TZVPD) of C6H11IOSi as an isolated structure at a distorted geometry.

Last column: natural (NBO) charge in e.
Geometry (Å):
C  -2.4430  -0.7381  0.9210  -0.124
C  -2.1936  0.4253  -0.0308  -0.273
C  -1.8303  1.1901  1.0178  0.087
C  1.0161  -1.9431  -0.8864  -1.206
C  2.2552  -0.0836  1.0805  -1.160
C  0.9261  1.2916  -1.6037  -1.096
O  -1.9247  0.1941  1.9347  -0.491
Si  1.3140  -0.2634  -0.4903  1.499
I  -2.4512  0.6654  -2.1497  0.147
H  -3.5116  -1.0844  1.1441  0.216
H  -1.4202  2.2413  1.2084  0.221
H  -1.7400  -1.6233  0.6932  0.230
H  0.3839  -2.1688  -1.7707  0.238
H  1.2862  -2.5638  -0.0280  0.230
H  3.3787  0.1559  0.9751  0.253
H  1.9309  0.6298  1.7449  0.236
H  2.3211  -1.1329  1.5846  0.260
H  1.8218  1.7447  -1.8905  0.234
H  0.3792  1.0549  -2.5690  0.265
H  0.5014  2.0083  -0.8852  0.234

Properties
energy above the lowest of the compared OMol25 structures with the same formula, charge and spin	65.91	kcal per mole
2S+1	1
frontier orbital gap	8.23	eV
LUMO	0.4	eV
HOMO	-7.86	eV


Entry 6:
The following is a DFT calculation (ωB97M-V/def2-TZVPD) of a 2-piece molecular cluster, C6H11ISi overall at a distorted geometry.

Last column: natural (NBO) charge in e.
Geometry (Å):
C  -0.2224  2.1239  -0.9765  -0.415
C  -3.3654  0.8556  0.8779  -0.399
C  -0.6499  1.3308  0.0387  -0.122
C  -2.4842  -0.0868  0.7165  -0.153
C  -0.2605  -1.1506  0.1995  -0.440
C  -1.2335  -0.0374  -0.1133  -0.409
Si  1.9748  -1.1034  -1.8911  0.680
I  3.5952  -2.4336  -0.5309  -0.236
H  0.2309  3.0306  -0.6533  0.194
H  -0.1691  1.8789  -1.9830  0.185
H  -4.3401  0.6537  1.4025  0.203
H  -3.2746  1.7743  0.3959  0.193
H  -0.6035  1.7138  0.9974  0.191
H  -2.6212  -1.0297  1.1590  0.191
H  -0.8114  -2.1010  -0.0296  0.184
H  0.2063  -1.1749  1.1868  0.191
H  -1.6693  -0.0443  -1.1211  0.224
H  2.4572  0.2106  -1.7285  -0.131
H  1.3118  -1.9510  -2.8154  -0.132

Properties
energy above the lowest of the compared OMol25 structures with the same formula, charge and spin	72.16	kcal per mole
2S+1	1
frontier orbital gap (spin up / spin down)	7.68 / 7.17	eV
LUMO (spin up / spin down)	-0.5 / -0.4	eV
HOMO (spin up / spin down)	-8.22 / -7.52	eV


Question: Which formula does entry 2 have?
Answer: C6H11ClS